(1)
85
Properties=species:S:1:pos:R:3:forces:R:3 method="wB97M-V/def2-TZVPD" lumo_energy_ev="-2.61 / -2.69" multiplicity=3 de_lowest_kj_mol=0.00 homo_ev="-10.79 / -10.78" total_charge=+1 max_force_ha_per_bohr=0.01116 orbital_gap_ev="8.18 / 8.09" s_squared=2.036
V -1.027899 -0.710889 0.668338 0.290 -0.408 0.119
C 4.171533 3.068958 -2.449616 -0.047 -0.056 0.026
C 3.211206 2.062393 -1.868840 0.057 -0.017 -0.048
C 3.348099 0.697389 -2.100017 0.063 0.081 0.007
C 2.478564 -0.224127 -1.541460 0.038 -0.115 -0.010
C 2.631706 -1.663185 -1.928649 -0.071 -0.040 -0.008
O 2.841722 -1.946374 -3.089075 0.023 -0.007 0.030
C 2.518107 -2.748977 -0.898404 -0.028 -0.036 0.002
C 2.220337 -4.037687 -1.333460 0.010 0.001 -0.019
C 2.115955 -5.078045 -0.420496 0.020 0.027 0.015
C 2.323766 -4.836218 0.933034 -0.032 0.025 -0.015
C 2.631977 -3.551471 1.370533 -0.017 -0.041 0.029
C 2.722896 -2.512075 0.457560 0.075 0.052 -0.034
C 1.391984 0.189699 -0.759185 0.155 0.005 0.058
O 0.580990 -0.752078 -0.300044 -0.523 0.234 -0.039
C 1.200606 1.574841 -0.555614 -0.027 0.027 0.000
C 2.132246 2.468844 -1.106210 -0.079 0.032 0.060
C 0.002860 2.118888 0.090110 -0.096 -0.045 -0.029
N -0.934961 1.360724 0.548429 0.010 -0.076 0.143
C -2.213702 1.904797 1.002774 -0.102 0.029 -0.088
C -3.293835 1.688747 -0.065411 0.002 -0.027 -0.023
Te -3.055928 -0.081077 -1.287661 0.088 0.154 -0.177
C -1.858435 0.827393 -2.780392 -0.033 -0.021 0.019
C -0.669051 0.210420 -3.150904 0.010 -0.001 0.007
C 0.137606 0.778188 -4.128035 0.008 0.031 -0.005
C -0.244631 1.966249 -4.735281 -0.015 -0.026 0.008
C -1.444520 2.571841 -4.383316 -0.015 -0.025 0.037
C -2.257809 1.999207 -3.413489 -0.012 0.022 -0.001
C -0.138502 3.604124 0.172994 0.059 0.058 0.065
C -0.724781 4.325181 -0.859528 0.038 -0.049 -0.076
C -0.861718 5.701566 -0.749432 -0.013 0.031 0.013
C -0.413746 6.358807 0.388262 -0.001 -0.039 0.012
C 0.175892 5.637465 1.418011 0.004 0.016 -0.018
C 0.316618 4.261459 1.311345 -0.029 -0.006 0.005
H 4.978227 2.576136 -2.989750 -0.005 -0.003 0.004
H 4.616660 3.683586 -1.666415 0.004 -0.005 -0.001
H 3.662649 3.739325 -3.143884 -0.001 0.001 -0.001
H 4.150196 0.330927 -2.730998 -0.014 -0.006 0.004
H 2.091875 -4.208010 -2.394918 0.003 -0.011 -0.001
H 1.902201 -6.081570 -0.766358 0.000 0.000 -0.005
H 2.269135 -5.650041 1.645756 0.005 0.002 -0.002
H 2.815845 -3.366338 2.421359 -0.007 0.004 -0.009
H 2.970616 -1.513459 0.796235 -0.019 0.001 0.005
H 1.988828 3.530169 -0.945481 -0.016 -0.008 0.013
H -2.161147 2.969547 1.232293 0.036 -0.007 0.032
H -2.477219 1.380706 1.922507 -0.024 0.017 -0.008
H -3.302270 2.507143 -0.784394 0.035 -0.006 -0.010
H -4.284865 1.620299 0.378822 0.009 0.013 0.013
H -0.354405 -0.707358 -2.669385 -0.006 0.002 -0.001
H 1.066826 0.291412 -4.399013 -0.013 0.012 -0.003
H 0.384019 2.413914 -5.493679 0.002 0.000 0.003
H -1.756971 3.486142 -4.871399 0.006 -0.004 -0.004
H -3.202770 2.467574 -3.162129 0.007 0.009 -0.015
H -1.051009 3.809267 -1.755935 -0.007 0.009 0.011
H -1.315762 6.263020 -1.555529 0.003 -0.005 -0.001
H -0.521177 7.431938 0.471799 0.002 -0.002 -0.002
H 0.529874 6.146383 2.304711 -0.003 0.000 -0.003
H 0.777560 3.695019 2.112435 0.002 0.008 -0.004
C -1.383436 -5.970546 0.036963 -0.003 0.024 0.021
C -2.338066 -4.994934 0.610607 0.006 0.104 0.038
N -3.516815 -5.253462 1.068012 0.003 0.052 -0.003
N -4.004481 -4.045256 1.482676 -0.020 -0.021 -0.016
C -3.164152 -3.025708 1.295506 0.012 -0.220 0.008
S -3.377423 -1.411111 1.693955 0.019 0.161 0.032
N -2.080593 -3.634634 0.731166 0.058 -0.041 -0.030
N -0.922227 -2.937489 0.383375 0.028 0.008 -0.049
H -1.861607 -6.945634 0.009020 -0.002 -0.001 0.001
H -0.479063 -6.030466 0.643369 -0.001 0.006 0.002
H -1.090868 -5.687286 -0.975234 -0.009 -0.001 -0.005
H -4.921460 -3.983247 1.892729 -0.022 -0.008 0.000
H -0.680006 -3.117408 -0.588522 -0.023 -0.015 -0.022
H -0.132786 -3.239804 0.957417 -0.006 -0.036 0.040
C 0.875985 -0.205198 4.622170 -0.027 0.029 -0.023
C -0.282619 0.025821 3.648972 -0.004 -0.071 0.032
C -1.586781 0.155344 4.432582 0.024 -0.005 -0.029
C -0.350088 -1.092742 2.602679 0.161 0.229 -0.125
H 0.927349 0.586549 5.372964 0.014 -0.013 -0.002
H 1.831788 -0.236599 4.094926 0.001 -0.008 0.013
H 0.745592 -1.156265 5.145126 0.010 0.002 0.001
H -0.093391 0.979131 3.138715 0.001 0.007 -0.016
H -1.780932 -0.765293 4.989909 -0.013 0.012 -0.002
H -2.448439 0.327468 3.786016 -0.005 0.002 0.015
H -1.532962 0.976228 5.149682 -0.007 -0.008 0.003
H -0.822753 -1.983831 3.035678 0.004 -0.004 0.015
H 0.678148 -1.384368 2.326057 -0.006 0.007 0.021


(2)
16
Properties=species:S:1:pos:R:3:forces:R:3 method="wB97M-V/def2-TZVPD" lumo_energy_ev=1.01 multiplicity=1 de_lowest_kj_mol=9.19 homo_ev=-9.54 total_charge=0 max_force_ha_per_bohr=0.00799 orbital_gap_ev=10.55 smiles="CCC(=O)CC"
C 2.555464 0.022120 -0.027015 0.061 -0.011 0.033
C 1.174533 0.417506 -0.529084 0.028 0.026 0.002
C 0.046290 -0.158628 0.309638 -0.010 -0.147 0.128
O 0.192033 -0.437326 1.480880 -0.001 0.100 -0.399
C -1.293385 -0.336282 -0.378233 -0.103 0.089 -0.005
C -2.472762 -0.019168 0.545767 -0.056 0.009 0.034
H 3.340448 0.621392 -0.498013 -0.128 -0.095 0.044
H 2.611563 0.155294 1.055992 0.027 -0.025 -0.146
H 2.747503 -1.032432 -0.250162 0.024 0.142 0.084
H 1.034789 0.161608 -1.587358 -0.036 -0.014 0.203
H 1.032234 1.506938 -0.467737 0.032 -0.089 -0.036
H -1.331013 -1.380795 -0.719292 0.004 0.129 0.039
H -1.326278 0.271398 -1.288817 0.048 0.008 0.138
H -2.240041 0.834382 1.191111 -0.031 -0.108 -0.132
H -3.362095 0.233935 -0.039179 0.093 -0.128 0.096
H -2.709281 -0.859940 1.201497 0.048 0.116 -0.083


(3)
52
Properties=species:S:1:pos:R:3:forces:R:3 method="wB97M-V/def2-TZVPD" lumo_energy_ev=0.78 multiplicity=1 de_lowest_kj_mol=144.53 homo_ev=-8.24 total_charge=0 max_force_ha_per_bohr=0.01245 orbital_gap_ev=9.02 smiles="Cc1ccc2c(c1)N(CCC(=O)NCCCN1CCCC1)C(=O)CO2"
C 3.054855 -2.939221 -1.739116 0.000 -0.047 0.039
C 1.647247 -2.506662 -1.468906 -0.100 0.066 -0.020
C 1.169051 -2.530144 -0.164551 -0.161 -0.073 -0.103
C -0.115695 -2.106209 0.143689 -0.191 -0.078 -0.484
C -0.957334 -1.707598 -0.903359 0.204 -0.169 -0.154
C -0.485925 -1.677917 -2.204818 -0.152 0.033 0.238
C 0.813219 -2.062914 -2.484288 0.028 -0.032 0.077
H 1.173365 -2.023048 -3.501168 0.056 -0.001 -0.112
H -1.151919 -1.343382 -2.984493 -0.117 0.023 -0.097
O -2.248968 -1.313699 -0.666050 0.322 0.219 -0.062
C -2.806067 -1.891348 0.489895 -0.347 -0.243 0.278
C -1.907796 -1.784284 1.713977 -0.378 0.087 -0.232
O -2.350831 -1.568987 2.823613 -0.161 0.003 0.082
N -0.589870 -2.000816 1.465264 0.130 -0.018 0.065
C 0.310440 -2.009970 2.605205 0.134 0.120 0.395
H -0.301331 -2.266782 3.474238 0.186 -0.022 -0.172
C 0.967985 -0.645519 2.849159 0.118 -0.260 -0.132
H 1.573731 -0.720709 3.752635 0.020 0.073 -0.044
C 1.881092 -0.259464 1.691257 -0.449 0.303 0.342
O 3.027167 -0.657312 1.602474 0.473 -0.323 0.047
N 1.292866 0.533152 0.781979 -0.031 0.227 0.077
H 0.326288 0.826379 0.860537 0.049 -0.115 0.129
C 1.923950 0.969870 -0.437326 0.126 0.016 -0.228
C 1.888132 2.499157 -0.596528 -0.191 -0.077 0.163
H 1.885843 2.733622 -1.661480 0.065 0.040 -0.043
H 2.786519 2.939736 -0.162085 0.033 0.043 -0.057
C 0.681480 3.154545 0.087554 0.253 0.043 -0.036
N -0.549073 2.411495 -0.092442 -0.178 0.113 -0.020
C -1.654967 2.914524 0.705485 -0.174 -0.023 0.143
C -2.852648 2.138699 0.165327 0.037 0.113 0.058
H -3.787449 2.673520 0.320392 -0.043 -0.029 0.045
H -2.921657 1.174102 0.666007 -0.027 -0.033 0.053
C -2.521250 1.942483 -1.323749 0.008 -0.027 -0.076
H -3.164393 2.547349 -1.961415 0.003 -0.019 -0.036
H -2.642698 0.899135 -1.605834 -0.040 0.031 -0.041
C -1.055767 2.381098 -1.456150 0.039 -0.072 -0.236
H -0.469648 1.684980 -2.057326 0.029 0.056 -0.100
H -0.991926 3.379941 -1.921101 0.041 -0.022 0.031
H -1.472915 2.732420 1.766895 0.006 0.076 0.013
H -1.798042 3.999663 0.560339 0.039 -0.020 0.000
H 0.869735 3.204419 1.164364 0.001 0.040 -0.066
H 0.585785 4.192984 -0.280995 -0.063 -0.078 0.096
H 1.408447 0.496891 -1.280389 0.089 0.003 0.031
H 2.954180 0.608828 -0.417965 -0.135 -0.012 -0.085
H 0.192148 0.105976 2.998757 -0.046 -0.007 0.047
H 1.071939 -2.777577 2.468923 -0.066 0.014 0.020
H -3.747631 -1.374633 0.684387 0.193 -0.086 0.077
H -3.018657 -2.960547 0.319668 0.029 0.144 0.017
H 1.842048 -2.856317 0.610321 0.067 0.046 0.148
H 3.355772 -2.678104 -2.750086 0.070 -0.002 -0.068
H 3.149649 -4.018136 -1.618829 0.080 -0.070 -0.027
H 3.731525 -2.463667 -1.031892 0.121 0.024 0.020